Below is C2H5NO2S in the gas phase at a distorted geometry, with properties calculated with ωB97M-V with the def2-TZVPD basis set.

The geometry in XYZ format:
```
11
Properties=species:S:1:pos:R:3
S 1.57 1.35 1.59
O -0.36 -0.83 2.27
O 0.58 0.77 -0.78
N -0.27 -0.46 0.94
C 0.57 0.53 0.52
C -0.27 0.08 -1.70
H -0.79 -0.97 0.22
H -1.30 0.28 -1.41
H -0.04 0.47 -2.68
H 0.34 -0.23 2.75
H -0.03 -0.98 -1.71
```

Summary:
**HOMO energy**: -8.7 eV
**ΔE to the lowest compared entry with this formula, charge and spin**: 236.31 kJ/mol
**LUMO level**: 0.53 eV
**SMILES**: COC(=S)NO
**HOMO-LUMO gap**: 0.3407 hartree
**Net charge**: 0

---

Below is 5 unconnected molecules or ions with the total composition C19H29BF4N4O17P at a distorted geometry, with properties calculated with ωB97M-V with the def2-TZVPD basis set.

The geometry in XYZ format:
```
75
Properties=species:S:1:pos:R:3
P 0.36 -0.29 -0.34
F -4.33 -2.51 -3.29
F -8.11 1.26 -0.02
F -3.78 2.82 1.79
F 3.03 -3.80 0.92
O 0.10 0.59 -1.66
O -0.55 0.37 0.80
O 4.96 -5.41 4.57
O -3.67 0.73 -2.31
O -6.44 -0.21 3.67
O -9.30 3.19 -0.02
O 4.33 -4.69 2.52
O 5.51 1.41 -3.25
O 0.07 -1.70 -0.54
O -9.91 5.29 0.57
O 4.68 -0.42 -4.50
O 2.78 -5.38 3.98
O -5.73 1.63 -2.46
O -4.20 -0.23 3.35
O -5.38 1.60 2.84
O -5.34 -0.49 -3.15
O -7.79 4.58 0.87
N 3.06 -0.95 -0.40
N 4.55 -0.55 -2.06
N 6.38 2.81 -0.72
N 2.28 -1.08 -2.60
C -5.45 0.32 3.32
C 6.48 0.36 -0.60
C 3.29 -0.84 -1.74
C -8.03 2.60 -0.25
C 5.24 1.87 1.15
C 5.42 -0.70 -0.85
C 2.08 -4.84 2.86
C -3.16 -0.59 -2.50
C -7.16 3.30 0.76
C 3.14 -4.86 1.78
C -3.30 0.68 2.72
C 4.11 -5.19 3.79
C -4.15 -1.18 -3.48
C -5.00 0.72 -2.62
C -4.03 2.00 2.85
C 6.04 1.74 -0.12
C 4.37 -1.11 0.23
C -9.09 4.44 0.49
C 2.09 -0.04 0.20
B 4.91 0.20 -3.32
H -3.17 -1.13 -1.55
H -7.19 2.79 1.72
H 5.23 2.04 -2.58
H 1.77 -3.82 3.08
H 7.10 0.48 -1.48
H 7.13 -0.06 0.18
H -2.14 -0.54 -2.88
H -6.13 3.42 0.44
H -7.75 2.76 -1.29
H 5.66 1.24 1.94
H -3.82 2.55 3.77
H 4.16 0.08 -5.13
H 5.96 -1.63 -1.03
H 2.10 -0.19 1.28
H 1.21 -5.45 2.63
H -3.92 -1.01 -4.53
H -3.19 0.41 1.66
H -2.33 0.65 3.21
H -0.10 1.53 -1.51
H -0.55 1.33 0.82
H 5.27 2.90 1.48
H 2.02 -0.47 -3.35
H 1.69 -1.87 -2.38
H 4.52 -2.18 0.37
H 4.20 1.56 1.00
H 6.95 2.62 -1.54
H 2.37 1.01 0.03
H 3.19 -5.78 1.20
H 4.43 -0.70 1.23
```

Summary:
**HOMO energy**: -12.3 eV
**LUMO level**: -3.68 eV
**HOMO-LUMO gap**: 0.3156 hartree
**Net charge**: +1

---

Below is a molecular structure, C40H38N8OS4Ti, with properties calculated with ωB97M-V with the def2-TZVPD basis set.

The geometry in XYZ format:
```
92
Properties=species:S:1:pos:R:3
Ti -0.27 -0.22 -0.27
S -0.67 -1.32 4.00
S -4.22 -0.97 3.14
S -1.62 1.39 -1.51
S -3.52 2.93 2.10
O -0.97 0.13 1.42
N -1.66 -2.11 -0.33
N 2.06 1.65 -3.38
N 3.10 -0.49 -1.20
N 1.18 -1.76 0.34
N 1.09 1.35 -0.35
N 0.09 -1.49 -2.29
N -1.21 3.98 -1.02
N 0.51 2.62 -0.37
C -1.57 0.13 3.73
C -3.03 -3.78 0.68
C -2.74 4.43 2.29
C 4.08 -1.29 -1.58
C 1.39 -2.78 -0.49
C -0.65 2.72 -0.90
C 4.62 0.42 0.43
C 2.35 1.37 0.16
C -2.79 -3.70 -1.70
C 2.67 2.80 -3.12
C -3.32 -0.07 1.99
C 0.80 -0.84 -3.45
C -1.00 2.92 2.47
C 5.60 -0.45 0.02
C -3.35 -4.28 -0.57
C 3.34 0.42 -0.21
C -5.21 -0.71 0.82
C -5.47 -1.28 2.03
C -2.05 2.07 2.29
C 2.76 2.48 1.10
C 1.74 -1.75 1.54
C -1.93 0.70 4.92
C 0.81 4.07 -3.88
C -1.26 -1.93 -2.68
C -1.39 4.28 2.47
C 0.83 1.68 -3.87
C 2.15 -3.88 -0.10
C 0.91 -2.68 -1.92
C 2.53 -2.80 1.99
C 2.72 -3.88 1.15
C -2.17 -2.70 0.75
C 0.17 2.87 -4.16
C 5.35 -1.33 -1.02
C -3.98 -0.01 0.80
C -1.94 -2.61 -1.53
C 0.11 0.36 -4.10
C 2.09 4.04 -3.34
C -1.49 -0.04 6.05
C -0.80 -1.16 5.70
C -1.96 0.55 2.32
H 4.82 1.11 1.23
H -3.00 -4.07 -2.69
H 0.37 -3.60 -2.17
H 3.67 2.73 -2.70
H 2.30 -4.69 -0.80
H -6.34 -1.85 2.32
H -2.50 1.62 4.97
H -1.88 -2.28 1.70
H 1.92 3.14 1.28
H -0.77 4.66 -0.42
H -0.33 -1.89 6.34
H 1.55 -0.88 2.15
H -4.02 -5.12 -0.67
H -1.84 -1.05 -2.96
H 3.33 -4.72 1.47
H 0.31 5.01 -4.07
H -1.67 0.25 7.07
H 3.84 -1.97 -2.40
H 0.00 0.20 -5.17
H -0.71 5.11 2.59
H -3.30 5.35 2.24
H 2.62 4.94 -3.09
H -3.42 -4.21 1.58
H -3.58 0.51 -0.06
H -5.89 -0.78 -0.03
H 2.98 -2.75 2.98
H 1.80 -2.68 -2.54
H 6.09 -2.02 -1.39
H -0.84 2.85 -4.54
H 3.58 3.07 0.70
H 0.97 -1.62 -4.20
H -1.22 -2.60 -3.55
H 6.57 -0.43 0.51
H 1.76 -0.51 -3.05
H -0.90 0.50 -3.70
H 3.10 2.07 2.06
H -2.22 3.98 -0.92
H 0.01 2.57 2.60
```

Summary:
**HOMO energy (spin up / spin down)**: -4.9 / -6.8 eV
**ΔE to the lowest compared entry with this formula, charge and spin**: 0.00 kJ/mol
**Spin multiplicity**: 3
**LUMO level (spin up / spin down)**: 0.23 / 0.16 eV
**HOMO-LUMO gap (spin up / spin down)**: 0.1887 / 0.2556 hartree
**Net charge**: 0

---

Below is a molecular structure, C4H20B2Cl4Co2N4O24 at a distorted geometry, with properties calculated with ωB97M-V with the def2-TZVPD basis set.

The geometry in XYZ format:
```
60
Properties=species:S:1:pos:R:3
Co -1.83 0.29 0.89
Co 2.22 0.16 -0.36
Cl -1.81 3.99 0.80
Cl 2.83 2.96 2.16
Cl 2.08 -2.10 2.31
Cl 1.64 3.07 -2.59
O 2.22 4.00 1.42
O 0.98 -3.03 2.08
O 2.31 1.89 -2.07
O 4.23 3.34 2.31
O -0.79 -4.45 -0.20
O -0.13 -3.17 -1.86
O 0.21 2.82 -2.67
O 2.57 -1.27 -1.89
O 2.10 3.54 -3.89
O -4.93 1.01 -2.21
O 1.94 4.14 -1.70
O -0.94 0.78 2.93
O -2.43 1.48 4.22
O 1.56 -1.06 3.11
O -1.49 2.58 0.72
O 3.13 -2.69 3.02
O -3.12 0.96 -1.18
O -0.77 4.83 0.30
O -3.07 4.30 0.21
O -1.81 4.20 2.23
O 2.62 1.67 1.47
O 4.11 -1.03 -3.45
O 2.48 -1.64 1.00
O 2.16 2.87 3.39
N -1.31 1.06 4.06
N -3.85 1.47 -2.01
N -0.52 -4.28 -1.40
N 3.24 -1.66 -2.88
C -0.57 -5.41 -2.39
C 3.12 -3.10 -3.24
C -3.42 2.70 -2.78
C -0.54 0.74 5.30
B 0.06 0.06 -0.33
B -2.28 -1.88 1.30
H 2.36 -3.16 -4.02
H -1.35 -6.12 -2.11
H 0.62 0.99 -0.39
H -2.40 2.90 -2.47
H -2.91 -1.25 0.69
H -1.73 -1.34 2.05
H -0.07 -0.22 0.71
H 0.43 -5.85 -2.34
H 0.37 0.17 5.13
H -1.57 -2.41 0.69
H -0.80 -5.10 -3.41
H 0.59 -0.76 -0.79
H -1.08 -0.01 5.88
H -0.24 1.67 5.78
H -3.28 2.53 -3.84
H -0.93 0.11 -0.76
H 2.69 -3.67 -2.41
H 4.03 -3.49 -3.68
H -4.09 3.56 -2.64
H -2.85 -2.67 1.77
```

Summary:
**HOMO energy (spin up / spin down)**: -4.0 / -4.0 eV
**Spin multiplicity**: 7
**LUMO level (spin up / spin down)**: 2.59 / 2.53 eV
**HOMO-LUMO gap (spin up / spin down)**: 0.2414 / 0.2390 hartree
**Net charge**: -2